(1)
The following is a quantum chemistry calculation of 3 unconnected molecules or ions with the total composition C3H12NO in a non-equilibrium geometry, from the OMol25 dataset.

As for the gap between HOMO and LUMO (spin up / spin down): 9.50 / 6.69 eV. The value obtained for the electronic energy is -6816.060 eV. The value obtained for the relative energy (zero: lowest compared OMol25 entry of this formula, charge and spin) is 138.70 kcal per mole.

Structure (ORCA input):
```
! RIJCOSX wB97M-V def2-TZVPD def2/J DEFGRID3
* xyz 2 2
C 0.498 -2.282 -1.248
C 0.626 -0.903 -1.855
N -0.984 1.851 0.614
C -1.152 1.815 2.034
H 1.488 -2.711 -1.041
H -0.099 -2.337 -0.287
H 0.015 -2.994 -1.960
H -0.271 -0.687 -2.440
H 0.651 -0.148 -0.956
H 1.485 -0.941 -2.524
H -0.892 2.827 0.287
H -1.442 0.799 2.335
H -1.956 2.519 2.290
H -0.188 2.197 2.501
H -0.245 1.185 0.259
H 1.679 -0.152 1.210
O 0.788 -0.040 0.782
*
```

---

(2)
The following is a quantum chemistry calculation of 3 unconnected molecules or ions with the total composition C3H12NO2 in a non-equilibrium geometry, from the OMol25 dataset.

As for the gap between HOMO and LUMO: 11.34 eV. The value obtained for the electronic energy is -8883.667 eV. The value obtained for the relative energy (zero: lowest compared OMol25 entry of this formula, charge and spin) is 27.83 kcal per mole.

Structure (ORCA input):
```
! RIJCOSX wB97M-V def2-TZVPD def2/J DEFGRID3
* xyz 1 1
C 1.703 -0.642 0.276
C 0.987 0.384 -0.564
C 1.565 1.028 -1.557
N -0.489 0.712 -0.272
H 2.718 -0.248 0.332
H 1.374 -0.490 1.302
H 1.596 -1.646 -0.122
H 1.175 1.571 -2.411
H 2.600 0.817 -1.814
H -0.918 -0.210 -0.200
H -0.929 1.266 -0.998
H -0.605 1.109 0.679
H -3.718 -0.864 -0.468
H -2.764 -1.742 -1.330
O -2.804 -1.116 -0.607
H -0.061 -0.638 2.580
H -0.953 0.555 2.953
O -0.475 0.153 2.221
*
```

---

(3)
The following is a quantum chemistry calculation of 2 unconnected molecules or ions with the total composition C3H12NO2 in a non-equilibrium geometry, from the OMol25 dataset.

As for the gap between HOMO and LUMO: 11.66 eV. The value obtained for the electronic energy is -8884.385 eV. The value obtained for the relative energy (zero: lowest compared OMol25 entry of this formula, charge and spin) is 11.27 kcal per mole.

Structure (ORCA input):
```
! RIJCOSX wB97M-V def2-TZVPD def2/J DEFGRID3
* xyz 1 1
C 0.696 -0.989 1.384
O 1.898 -1.343 0.713
C -0.229 -0.388 0.342
C -1.579 0.035 0.840
N 0.530 0.776 -0.307
H 0.261 -1.923 1.740
H 0.783 -0.301 2.236
H 2.333 -1.995 1.277
H -0.324 -1.098 -0.502
H -2.321 0.303 0.080
H -1.554 0.727 1.700
H -1.982 -0.895 1.270
H 0.378 0.804 -1.386
H 0.237 1.684 0.046
H 1.534 0.652 -0.158
H -0.274 0.837 -3.671
H -0.494 1.938 -2.761
O 0.106 1.176 -2.842
*
```

---

(4)
The following is a quantum chemistry calculation of 3 unconnected molecules or ions with the total composition C3H12NO2 in a non-equilibrium geometry, from the OMol25 dataset.

As for the gap between HOMO and LUMO: 11.46 eV. The value obtained for the electronic energy is -8883.977 eV. The value obtained for the relative energy (zero: lowest compared OMol25 entry of this formula, charge and spin) is 20.69 kcal per mole.

Structure (ORCA input):
```
! RIJCOSX wB97M-V def2-TZVPD def2/J DEFGRID3
* xyz 1 1
C 1.627 -1.147 1.993
C 1.215 -0.435 0.754
C 1.162 -0.895 -0.476
N 0.668 0.920 1.017
H 1.480 -2.210 1.831
H 2.637 -0.987 2.360
H 0.890 -0.919 2.774
H 0.764 -0.247 -1.252
H 1.573 -1.851 -0.765
H 1.403 1.596 1.260
H 0.084 0.847 1.851
H 0.261 1.378 0.189
H -2.178 1.938 -0.733
H -1.350 1.395 -1.816
O -1.296 1.607 -0.873
H -3.301 -0.629 -2.064
H -3.018 -0.174 -3.464
O -2.622 -0.185 -2.585
*
```